Entry from the OMol25 dataset: C15H42N7O9 as an isolated structure (ωB97M-V/def2-TZVPD).

Computed properties:
Spin multiplicity   1
LUMO energy   0.0858 Eh
Net charge   -1
Kohn-Sham gap   5.02 eV

Cartesian coordinates (Å):
N -16.623 -17.690 -17.667
H -16.142 -18.217 -18.397
H -17.362 -18.307 -17.307
H -16.885 -16.810 -18.115
H -16.073 -17.615 -16.814
C -18.898 -19.086 -15.861
O -18.965 -17.791 -15.738
O -19.126 -19.794 -14.812
O -18.542 -19.598 -16.997
C -21.261 -18.034 -21.696
O -20.411 -18.157 -20.579
C -19.071 -18.409 -20.937
C -18.321 -17.141 -21.348
N -18.076 -16.243 -20.257
C -17.116 -15.202 -20.604
C -16.852 -14.222 -19.492
O -16.489 -15.003 -18.392
C -16.537 -14.419 -17.112
H -21.374 -16.971 -21.937
H -22.265 -18.397 -21.470
H -20.935 -18.534 -22.612
H -18.916 -19.227 -21.648
H -18.498 -18.752 -20.072
H -18.918 -16.649 -22.137
H -17.368 -17.404 -21.811
H -18.891 -15.759 -19.900
H -17.513 -14.646 -21.468
H -16.145 -15.641 -20.847
H -17.727 -13.564 -19.422
H -16.026 -13.600 -19.862
H -17.438 -13.842 -16.894
H -15.744 -13.668 -16.959
H -16.249 -15.258 -16.481
C -12.677 -17.362 -17.382
O -11.802 -16.259 -17.363
C -12.243 -15.308 -16.431
C -11.212 -14.187 -16.278
N -9.925 -14.558 -15.681
C -8.881 -13.589 -16.012
C -7.554 -13.992 -15.402
O -7.278 -15.414 -15.610
C -6.189 -15.742 -14.765
H -13.734 -17.105 -17.495
H -12.626 -17.965 -16.472
H -12.486 -18.032 -18.221
H -12.428 -15.668 -15.413
H -13.177 -14.801 -16.698
H -11.634 -13.464 -15.574
H -11.050 -13.675 -17.235
H -9.598 -15.427 -16.091
H -9.089 -12.592 -15.612
H -8.808 -13.447 -17.098
H -7.618 -13.926 -14.314
H -6.755 -13.374 -15.814
H -6.413 -15.798 -13.697
H -5.323 -15.114 -14.987
H -5.864 -16.763 -14.980
C -16.459 -20.585 -19.369
O -16.044 -19.444 -19.643
N -17.397 -20.798 -18.416
N -15.985 -21.706 -19.967
H -17.843 -20.073 -17.823
H -17.633 -21.768 -18.339
H -16.414 -22.583 -19.756
H -15.210 -21.578 -20.590
C -15.142 -19.253 -14.670
O -15.157 -18.215 -15.333
N -16.251 -19.983 -14.441
N -13.999 -19.814 -14.134
H -17.204 -19.795 -14.760
H -16.139 -20.720 -13.774
H -13.139 -19.306 -14.063
H -14.164 -20.647 -13.610

Entry from the OMol25 dataset: C15H43MgO7 as an isolated structure (ωB97M-V/def2-TZVPD).

Computed properties:
Spin multiplicity   1
LUMO energy   -0.2695 Eh
Net charge   +1
Energy relative to the best compared isomer or geometry (same formula, charge and spin)   41.54 kcal/mol
Kohn-Sham gap   4.33 eV

Cartesian coordinates (Å):
Mg -30.246 -6.186 -28.252
C -26.511 -4.743 -29.336
C -27.002 -5.448 -28.084
C -26.840 -4.899 -26.664
O -28.296 -5.938 -28.280
H -25.568 -4.225 -29.160
H -27.108 -3.901 -29.685
H -26.325 -5.436 -30.157
H -26.435 -6.378 -28.128
H -27.089 -5.690 -25.957
H -27.513 -4.067 -26.460
H -25.788 -4.644 -26.535
C -29.102 -1.841 -30.483
C -30.411 -1.840 -31.326
O -30.741 -3.185 -31.495
H -28.303 -2.373 -31.000
H -29.266 -2.370 -29.544
H -28.757 -0.859 -30.159
H -30.406 -1.428 -32.335
H -31.140 -1.290 -30.732
H -31.472 -3.291 -32.107
C -26.654 -9.568 -26.307
C -27.880 -8.839 -25.739
O -29.017 -8.960 -26.430
H -26.484 -9.053 -27.252
H -26.867 -10.616 -26.516
H -25.772 -9.381 -25.693
H -27.663 -7.773 -25.797
H -28.083 -9.066 -24.692
H -29.592 -8.283 -26.066
C -28.446 -5.582 -32.330
C -29.358 -6.686 -33.017
O -29.165 -7.990 -32.449
H -27.381 -5.684 -32.539
H -28.552 -5.448 -31.254
H -28.758 -4.749 -32.959
H -29.054 -6.769 -34.061
H -30.433 -6.513 -32.969
H -29.250 -8.639 -33.151
C -24.295 -2.410 -25.334
C -23.123 -1.443 -24.990
O -23.102 -1.368 -23.631
H -25.217 -1.848 -25.480
H -24.582 -3.009 -24.470
H -24.257 -2.961 -26.274
H -23.131 -0.483 -25.506
H -22.262 -1.981 -25.388
H -22.789 -2.180 -23.223
C -25.953 -9.196 -31.805
C -26.110 -8.690 -30.315
O -27.498 -8.356 -30.204
H -26.438 -8.534 -32.523
H -26.310 -10.216 -31.949
H -24.873 -9.146 -31.936
H -25.477 -7.843 -30.053
H -25.694 -9.499 -29.715
H -27.489 -7.443 -29.906
C -28.522 -5.677 -22.647
C -28.423 -6.764 -21.600
O -28.025 -6.194 -20.389
H -27.594 -5.117 -22.763
H -29.305 -4.934 -22.500
H -28.558 -6.140 -23.633
H -27.665 -7.463 -21.953
H -29.356 -7.324 -21.533
H -28.823 -5.844 -19.986

Entry from the OMol25 dataset: a 6-piece molecular cluster, C15H43O6 overall (ωB97M-V/def2-TZVPD).

Computed properties:
Spin multiplicity   1
LUMO energy   -0.0734 Eh
Net charge   +1
Energy relative to the best compared isomer or geometry (same formula, charge and spin)   179.06 kcal/mol
Kohn-Sham gap   10.84 eV

Cartesian coordinates (Å):
O 29.972 10.896 33.068
H 30.336 10.556 32.217
H 30.250 11.854 33.167
H 30.003 10.256 33.681
C 27.100 13.006 30.386
C 27.399 13.170 31.922
C 26.887 11.981 32.808
O 28.738 13.364 32.079
H 27.627 13.890 29.870
H 25.979 12.930 30.090
H 27.567 12.055 29.930
H 26.751 14.059 32.092
H 27.051 12.047 33.923
H 27.258 10.870 32.519
H 25.823 11.725 32.472
H 28.928 14.404 31.988
C 28.783 9.930 36.419
C 29.471 8.724 35.827
C 28.505 7.897 34.819
O 30.591 9.012 35.107
H 29.015 10.850 35.882
H 29.209 9.899 37.566
H 27.707 9.642 36.433
H 29.598 7.836 36.513
H 29.283 7.316 34.328
H 28.211 8.664 34.034
H 27.612 7.311 35.306
H 31.337 8.486 35.317
C 30.723 11.912 29.988
C 31.532 10.611 29.906
C 32.984 10.894 29.547
O 31.535 9.952 31.145
H 30.526 12.106 28.839
H 31.127 12.826 30.468
H 29.694 11.829 30.158
H 31.233 9.988 29.193
H 33.593 11.401 30.280
H 33.035 11.423 28.540
H 33.659 10.067 29.405
H 32.078 9.098 31.040
C 32.309 11.770 36.085
C 32.379 12.589 34.786
C 32.924 11.686 33.688
O 30.987 12.886 34.559
H 31.496 12.012 36.935
H 33.294 11.587 36.505
H 31.924 10.680 35.924
H 32.962 13.357 34.918
H 34.005 11.400 33.783
H 32.895 12.027 32.860
H 32.396 10.739 33.477
H 30.548 13.415 35.025
C 32.771 7.583 32.886
C 32.850 6.698 31.576
C 31.535 5.908 31.185
O 33.175 7.483 30.460
H 32.716 6.841 33.764
H 31.884 8.150 32.911
H 33.597 8.363 32.983
H 33.692 5.948 31.578
H 31.211 5.097 31.855
H 31.580 5.378 30.234
H 30.852 6.728 31.196
H 33.188 6.920 29.780